No. 1
Here is 8 unconnected molecules or ions with the total composition C30H57F24O23P5 at a distorted geometry from OMol25. Energies are from the ωB97M-V functional and the def2-TZVPD basis.

Positions of all 139 atoms, in Å:
1 F -0.604 -1.866 -5.898
2 C -1.942 -2.224 -5.916
3 F -2.221 -3.001 -4.834
4 C -2.816 -0.930 -6.055
5 F -4.082 -1.397 -5.978
6 F -2.678 -0.364 -7.267
7 C -2.582 0.072 -4.929
8 O -3.748 0.925 -4.926
9 C -3.724 2.243 -5.168
10 F -3.604 2.962 -3.982
11 F -2.564 2.641 -5.799
12 C -4.990 2.668 -5.927
13 F -6.053 2.466 -5.133
14 F -4.832 3.969 -6.331
15 H -2.184 -2.797 -6.790
16 H -1.666 0.647 -5.150
17 H -2.529 -0.488 -3.986
18 H -5.219 2.045 -6.735
19 F 0.179 -1.127 2.480
20 C 0.324 0.100 1.950
21 F 1.399 0.009 1.169
22 C -0.872 0.393 1.065
23 F -1.916 0.552 1.903
24 F -1.088 -0.636 0.228
25 C -0.964 1.739 0.287
26 O 0.110 1.943 -0.681
27 C -0.249 2.256 -1.906
28 F -0.700 1.196 -2.601
29 F -1.193 3.282 -1.781
30 C 0.884 2.851 -2.715
31 F 1.835 1.894 -2.725
32 F 0.483 3.014 -4.021
33 H 0.545 0.742 2.765
34 H -0.841 2.502 1.059
35 H -1.956 1.818 -0.036
36 H 1.263 3.793 -2.286
37 F -7.031 5.074 -1.232
38 C -6.053 5.351 -0.356
39 F -6.540 5.789 0.857
40 C -5.306 4.140 0.020
41 F -4.610 3.636 -1.018
42 F -6.249 3.164 0.399
43 C -4.370 4.167 1.176
44 O -3.160 4.762 0.700
45 C -2.422 5.224 1.739
46 F -3.064 6.161 2.478
47 F -2.026 4.272 2.569
48 C -1.149 5.943 1.249
49 F -0.536 6.315 2.393
50 F -0.318 5.088 0.576
51 H -5.471 6.168 -0.791
52 H -4.229 3.135 1.377
53 H -4.752 4.694 2.040
54 H -1.443 6.730 0.557
55 C 4.265 -4.574 3.182
56 O 3.836 -3.265 2.827
57 P 4.150 -1.917 3.567
58 O 5.586 -1.909 3.958
59 O 3.611 -0.757 2.602
60 C 4.494 -0.225 1.569
61 O 3.034 -1.836 4.681
62 C 3.164 -1.207 5.975
63 H 4.557 -4.541 4.211
64 H 5.132 -4.821 2.608
65 H 3.555 -5.319 2.927
66 H 4.920 -0.971 0.955
67 H 5.339 0.376 1.999
68 H 3.806 0.426 0.999
69 H 2.390 -1.683 6.551
70 H 2.906 -0.174 6.007
71 H 4.178 -1.338 6.246
72 C 7.217 -1.562 -5.220
73 O 6.478 -0.703 -4.348
74 P 7.142 0.040 -3.104
75 O 8.543 0.310 -3.294
76 O 6.168 1.267 -2.958
77 C 4.805 1.039 -2.557
78 O 6.835 -0.795 -1.800
79 C 7.598 -2.000 -1.679
80 H 7.709 -2.390 -4.652
81 H 7.931 -0.988 -5.787
82 H 6.453 -2.057 -5.849
83 H 4.705 0.441 -1.629
84 H 4.383 0.659 -3.509
85 H 4.400 2.032 -2.308
86 H 7.197 -2.552 -0.845
87 H 8.615 -1.767 -1.357
88 H 7.665 -2.559 -2.568
89 C -4.049 0.089 -1.501
90 O -4.206 -1.237 -2.061
91 P -3.331 -2.427 -1.618
92 O -3.869 -3.668 -2.140
93 O -1.892 -2.070 -2.084
94 C -0.798 -3.022 -2.173
95 O -3.177 -2.375 0.003
96 C -4.144 -3.104 0.744
97 H -4.309 0.885 -2.166
98 H -2.997 0.226 -1.272
99 H -4.593 0.198 -0.546
100 H -0.079 -2.667 -1.425
101 H -0.443 -3.077 -3.212
102 H -1.031 -4.022 -1.795
103 H -5.000 -3.282 0.165
104 H -4.321 -2.531 1.642
105 H -3.694 -4.029 1.028
106 C -2.275 -6.192 -0.827
107 O -1.809 -5.456 0.380
108 P -0.349 -5.547 0.987
109 O 0.056 -6.865 1.494
110 O 0.586 -4.861 -0.153
111 C 1.863 -4.429 0.411
112 O -0.392 -4.448 2.098
113 C -0.572 -4.883 3.434
114 H -2.871 -7.078 -0.553
115 H -1.467 -6.546 -1.460
116 H -2.836 -5.459 -1.488
117 H 2.287 -3.772 -0.403
118 H 2.485 -5.282 0.708
119 H 1.685 -3.756 1.272
120 H -0.435 -4.023 4.048
121 H 0.170 -5.638 3.786
122 H -1.629 -5.171 3.592
123 C -0.993 4.868 5.653
124 O -0.580 3.473 5.900
125 P 0.421 2.735 4.908
126 O 0.443 3.297 3.535
127 O 1.827 2.838 5.553
128 C 2.934 2.562 4.755
129 O 0.013 1.260 5.053
130 C -1.342 0.872 4.865
131 H -0.409 5.439 4.933
132 H -0.902 5.445 6.608
133 H -2.050 4.732 5.480
134 H 3.354 3.358 4.165
135 H 2.839 1.605 4.188
136 H 3.797 2.331 5.433
137 H -1.832 1.521 4.117
138 H -1.879 1.008 5.811
139 H -1.446 -0.210 4.646

Output
- HOMO (hartree) = -0.3847
- gap between HOMO and LUMO (hartree) = 0.394
- total charge = 0
- SMILES string = FC(F)C(F)(F)COC(F)(F)C(F)F.FC(F)C(F)(F)COC(F)(F)C(F)F.FC(F)C(F)(F)COC(F)(F)C(F)F.COP(=O)(OC)OC.COP(=O)(OC)OC.COP(=O)(OC)OC.COP(=O)(OC)OC.COP(=O)(OC)OC

***

No. 2
Here is a molecular structure, C30H58B2F4N2NiOP2S at a distorted geometry from OMol25. Energies are from the ωB97M-V functional and the def2-TZVPD basis.

Positions of all 101 atoms, in Å:
1 Ni 0.200 -0.297 0.112
2 C 0.379 -3.996 2.001
3 C 1.473 -2.967 2.331
4 C 2.119 -3.322 3.667
5 C 2.528 -3.010 1.208
6 P 0.768 -1.260 2.186
7 C 2.213 -0.224 2.736
8 N 2.705 0.404 1.550
9 B 1.953 0.482 0.337
10 N 2.781 1.216 -0.565
11 C 2.318 1.613 -1.866
12 P 0.477 1.592 -1.812
13 C -0.033 3.201 -0.997
14 C 0.778 3.399 0.294
15 C -1.511 3.029 -0.597
16 C 0.143 4.448 -1.862
17 C 0.237 1.655 -3.673
18 C -1.235 1.954 -4.001
19 C 0.572 0.210 -4.142
20 C 1.128 2.635 -4.430
21 C 3.951 1.619 0.100
22 C 5.030 2.371 -0.329
23 C 6.055 2.645 0.585
24 C 5.993 2.172 1.890
25 C 4.914 1.391 2.318
26 C 3.907 1.112 1.412
27 C -0.513 -0.837 3.465
28 C -0.148 -1.220 4.899
29 C -1.830 -1.518 3.042
30 C -0.727 0.687 3.357
31 H 0.845 -4.976 1.841
32 H -0.157 -3.741 1.081
33 H -0.339 -4.101 2.821
34 H 2.640 -4.280 3.542
35 H 1.386 -3.447 4.464
36 H 2.864 -2.593 3.996
37 H 2.978 -4.008 1.186
38 H 3.331 -2.280 1.364
39 H 2.086 -2.823 0.227
40 H 2.993 -0.818 3.202
41 H 1.868 0.499 3.473
42 H 2.559 0.851 -2.611
43 H 2.770 2.553 -2.182
44 H 0.712 2.532 0.962
45 H 0.368 4.268 0.825
46 H 1.835 3.598 0.098
47 H -1.658 2.099 -0.032
48 H -2.174 3.003 -1.470
49 H -1.823 3.870 0.037
50 H 1.170 4.551 -2.227
51 H -0.084 5.333 -1.254
52 H -0.534 4.460 -2.719
53 H -1.901 1.283 -3.470
54 H -1.405 1.818 -5.078
55 H -1.511 2.982 -3.749
56 H 0.265 -0.558 -3.423
57 H 1.645 0.084 -4.314
58 H 0.058 0.002 -5.089
59 H 0.853 3.677 -4.266
60 H 1.023 2.433 -5.503
61 H 2.185 2.510 -4.175
62 H 5.087 2.733 -1.351
63 H 6.905 3.239 0.272
64 H 6.790 2.413 2.585
65 H 4.863 1.027 3.339
66 H -0.261 -2.293 5.066
67 H -0.827 -0.707 5.592
68 H 0.876 -0.936 5.161
69 H -1.759 -2.609 3.057
70 H -2.117 -1.207 2.033
71 H -2.629 -1.223 3.734
72 H 0.011 1.252 3.935
73 H -1.720 0.937 3.747
74 H -0.685 1.029 2.319
75 C -5.412 0.324 -2.861
76 C -5.127 0.931 -1.484
77 C -4.429 -0.049 -0.542
78 S -2.765 -0.424 -1.130
79 O -1.877 -0.256 0.103
80 C -2.886 -2.194 -1.439
81 C -2.666 -3.049 -0.198
82 C -3.864 -3.170 0.748
83 H -6.050 0.981 -3.456
84 H -5.926 -0.641 -2.765
85 H -4.485 0.161 -3.426
86 H -6.061 1.251 -1.022
87 H -4.503 1.824 -1.599
88 H -4.995 -0.977 -0.448
89 H -4.257 0.377 0.447
90 H -2.106 -2.395 -2.178
91 H -3.862 -2.350 -1.920
92 H -1.805 -2.652 0.340
93 H -2.363 -4.036 -0.550
94 H -4.062 -2.238 1.287
95 H -3.680 -3.947 1.496
96 H -4.771 -3.452 0.203
97 F -0.375 -3.127 -3.181
98 B 0.408 -3.174 -2.000
99 F -0.053 -4.176 -1.112
100 F 1.781 -3.283 -2.259
101 F 0.188 -1.875 -1.318

Output
- HOMO (spin up / spin down) (hartree) = -0.2808 / -0.2804
- gap between HOMO and LUMO (spin up / spin down) (hartree) = 0.295 / 0.295
- total charge = 0

***

No. 3
Here is 3 unconnected molecules or ions with the total composition C30H58BBr2N2O5 from OMol25. Energies are from the ωB97M-V functional and the def2-TZVPD basis.

Positions of all 98 atoms, in Å:
1 C -1.166 1.516 4.494
2 O -1.215 0.822 3.270
3 C -1.230 1.681 2.121
4 C -2.649 2.163 1.793
5 C -2.755 3.577 1.189
6 C -2.971 4.700 2.214
7 C -1.736 5.411 2.789
8 C -0.813 6.106 1.766
9 C 0.513 5.396 1.461
10 C 1.565 6.295 0.754
11 O 1.634 5.881 -0.585
12 B 0.537 4.893 -0.767
13 C 0.883 3.713 -1.826
14 Br 2.387 2.654 -1.312
15 C 0.221 3.426 -2.941
16 C -0.963 4.179 -3.480
17 Br 0.706 1.971 -4.105
18 O 0.400 4.296 0.597
19 H -1.367 2.583 4.369
20 H -0.179 1.412 4.957
21 H -1.920 1.114 5.178
22 H -0.540 2.514 2.246
23 H -0.835 1.075 1.306
24 H -3.090 1.460 1.082
25 H -3.257 2.099 2.701
26 H -3.617 3.577 0.515
27 H -1.879 3.785 0.573
28 H -3.614 5.469 1.777
29 H -3.542 4.276 3.050
30 H -2.118 6.181 3.468
31 H -1.147 4.733 3.416
32 H -0.534 7.088 2.166
33 H -1.357 6.303 0.841
34 H 0.905 5.050 2.430
35 H 2.545 6.123 1.221
36 H 1.326 7.364 0.852
37 H -0.492 5.489 -1.096
38 H -0.646 4.912 -4.226
39 H -1.475 4.705 -2.679
40 H -1.658 3.495 -3.967
41 C 0.134 -1.971 5.587
42 C -0.825 -2.806 4.731
43 C -2.233 -2.208 4.752
44 C -2.945 -2.394 6.090
45 C -2.983 -3.867 6.494
46 C -1.598 -4.528 6.506
47 N -0.914 -4.229 5.205
48 O -1.179 -5.074 4.277
49 C -0.771 -4.048 7.706
50 C -1.740 -6.042 6.627
51 C -0.278 -2.797 3.308
52 H 0.315 -1.030 5.068
53 H -0.251 -1.720 6.571
54 H 1.090 -2.483 5.709
55 H -2.824 -2.683 3.963
56 H -2.152 -1.151 4.493
57 H -2.460 -1.799 6.869
58 H -3.966 -2.014 6.011
59 H -3.425 -3.983 7.487
60 H -3.621 -4.414 5.792
61 H 0.275 -4.335 7.591
62 H -1.156 -4.525 8.609
63 H -0.818 -2.976 7.868
64 H -2.379 -6.450 5.849
65 H -2.179 -6.273 7.599
66 H -0.767 -6.529 6.559
67 H 0.699 -3.282 3.266
68 H -0.174 -1.760 2.989
69 H -0.943 -3.309 2.618
70 C 3.743 -1.753 -8.815
71 C 3.706 -1.373 -7.330
72 C 4.248 -2.507 -6.453
73 C 3.307 -3.708 -6.379
74 C 1.916 -3.286 -5.910
75 C 1.305 -2.157 -6.749
76 N 2.316 -1.053 -6.868
77 O 2.286 -0.233 -5.883
78 C 0.857 -2.669 -8.123
79 C 0.076 -1.588 -6.046
80 C 4.557 -0.119 -7.157
81 H 4.782 -1.751 -9.147
82 H 3.344 -2.739 -9.029
83 H 3.196 -1.021 -9.410
84 H 4.404 -2.115 -5.444
85 H 5.227 -2.805 -6.837
86 H 3.249 -4.211 -7.349
87 H 3.714 -4.442 -5.681
88 H 1.230 -4.137 -5.929
89 H 1.978 -2.948 -4.871
90 H 0.637 -1.835 -8.791
91 H -0.057 -3.251 -7.997
92 H 1.580 -3.319 -8.608
93 H 0.299 -1.267 -5.032
94 H -0.692 -2.363 -6.008
95 H -0.321 -0.730 -6.590
96 H 4.130 0.717 -7.713
97 H 5.558 -0.320 -7.543
98 H 4.634 0.176 -6.114

Output
- expectation value of S² = 2.008
- HOMO (spin up / spin down) (hartree) = -0.1794 / -0.1794
- energy relative to the best compared isomer or geometry (same formula, charge and spin) (kcal per mole) = 0.0
- gap between HOMO and LUMO (spin up / spin down) (hartree) = 0.262 / 0.261
- total charge = -1
- spin multiplicity = 3

***

No. 4
Here is 8 unconnected molecules or ions with the total composition C30H58BrCl14FN2O9P2 at a distorted geometry from OMol25. Energies are from the ωB97M-V functional and the def2-TZVPD basis.

Positions of all 117 atoms, in Å:
1 C -0.568 -5.533 -5.533
2 C 0.907 -5.730 -5.235
3 O 1.713 -4.936 -6.089
4 C 1.150 -5.327 -3.781
5 N 2.557 -5.433 -3.414
6 C 2.744 -5.092 -1.987
7 C 3.449 -3.745 -1.836
8 O 3.018 -2.920 -0.757
9 C 1.837 -2.194 -0.863
10 P 0.556 -3.161 0.147
11 N 1.295 -4.145 1.095
12 O -0.462 -3.866 -0.867
13 O -0.305 -2.134 1.013
14 C 1.461 -1.644 -2.263
15 O 1.394 -2.239 -3.321
16 O 1.265 -0.297 -2.208
17 C 1.293 0.213 -0.838
18 C 1.881 1.616 -0.857
19 C 1.692 2.470 0.408
20 C 1.850 1.777 1.756
21 C 1.685 2.748 2.920
22 O 0.701 3.741 2.640
23 C -0.102 4.019 3.710
24 O 0.093 4.963 4.452
25 P -0.548 0.482 -0.351
26 O -0.861 1.829 -1.208
27 Br -1.683 -0.999 -1.584
28 C 2.106 -0.863 -0.115
29 C 3.594 -0.583 0.109
30 C 4.142 -1.243 1.374
31 F 5.177 -2.106 1.047
32 H -0.764 -5.493 -6.599
33 H -0.903 -4.602 -5.086
34 H -1.154 -6.335 -5.100
35 H 1.179 -6.780 -5.324
36 H 1.139 -4.291 -6.494
37 H 0.526 -5.987 -3.164
38 H 0.803 -4.308 -3.663
39 H 2.745 -6.424 -3.470
40 H 3.370 -5.862 -1.549
41 H 1.797 -5.142 -1.456
42 H 4.490 -3.940 -1.616
43 H 3.438 -3.253 -2.803
44 H 1.055 -5.110 0.930
45 H -0.975 -4.479 -0.331
46 H 0.264 -1.844 1.742
47 H 1.450 2.163 -1.686
48 H 2.937 1.552 -1.087
49 H 2.442 3.256 0.360
50 H 0.739 2.976 0.416
51 H 2.830 1.336 1.887
52 H 1.081 1.019 1.876
53 H 1.423 2.185 3.812
54 H 2.638 3.227 3.130
55 H -0.963 3.355 3.845
56 H -0.511 1.780 -2.106
57 H 1.723 -0.863 0.904
58 H 4.202 -0.884 -0.733
59 H 3.749 0.480 0.214
60 H 4.594 -0.492 2.015
61 H 3.381 -1.794 1.914
62 Cl 0.860 -1.491 3.978
63 C 0.622 -2.879 5.074
64 C -0.545 -3.725 4.646
65 Cl -2.094 -2.868 4.853
66 H 0.494 -2.484 6.078
67 H 1.535 -3.471 5.042
68 H -0.591 -4.622 5.257
69 H -0.459 -4.015 3.601
70 Cl 4.032 -8.824 -5.721
71 C 4.613 -9.566 -4.210
72 C 3.499 -10.232 -3.446
73 Cl 2.339 -9.042 -2.800
74 H 5.089 -8.788 -3.619
75 H 5.363 -10.306 -4.482
76 H 3.908 -10.775 -2.595
77 H 2.948 -10.927 -4.071
78 Cl -4.619 4.234 -3.006
79 C -3.261 4.820 -2.011
80 C -2.153 5.394 -2.851
81 Cl -1.313 4.138 -3.803
82 H -2.908 3.991 -1.403
83 H -3.655 5.594 -1.355
84 H -1.406 5.855 -2.206
85 H -2.525 6.145 -3.539
86 Cl -2.510 11.704 -4.243
87 C -1.364 10.411 -3.821
88 C -1.910 9.044 -4.137
89 Cl -3.276 8.602 -3.077
90 H -1.124 10.510 -2.765
91 H -0.459 10.586 -4.400
92 H -1.133 8.295 -3.985
93 H -2.255 8.980 -5.165
94 Cl -5.584 -5.792 7.916
95 C -4.235 -5.167 8.901
96 C -3.150 -4.561 8.053
97 Cl -2.279 -5.788 7.090
98 H -3.858 -5.984 9.509
99 H -4.648 -4.403 9.558
100 H -2.413 -4.076 8.689
101 H -3.548 -3.823 7.363
102 Cl -1.592 15.029 -0.409
103 C -1.528 16.135 -1.805
104 C -1.580 15.397 -3.117
105 Cl -0.104 14.445 -3.411
106 H -0.622 16.728 -1.719
107 H -2.388 16.798 -1.726
108 H -1.667 16.110 -3.935
109 H -2.426 14.716 -3.157
110 Cl -5.579 1.400 5.542
111 C -5.699 -0.361 5.297
112 C -5.917 -1.101 6.591
113 Cl -4.480 -1.031 7.647
114 H -4.791 -0.692 4.799
115 H -6.544 -0.534 4.632
116 H -6.109 -2.152 6.383
117 H -6.758 -0.696 7.146

Output
- HOMO (hartree) = -0.3159
- gap between HOMO and LUMO (hartree) = 0.326
- total charge = 0
- SMILES string = C[C@@H](O)CNCCO[C@]1(P(=N)(O)O)C(=O)O[C@@](CCCCOC=O)(P(O)Br)[C@@H]1CCF.ClCCCl.ClCCCl.ClCCCl.ClCCCl.ClCCCl.ClCCCl.ClCCCl